DFT (the ωB97M-V functional and the def2-TZVPD basis) results for C5H11NO in the gas phase.

Its net charge is 0. For the largest force on an atom, the calculation gives 5.53 eV/A. Its HOMO energy is -7.84 eV. The value obtained for the LUMO energy is -2.23 eV. As for the total energy: -326.86583 Eh.

```
18
Properties=species:S:1:pos:R:3:forces:R:3:mulliken_charge:R:1
C -2.691 0.735 -0.443 -0.6 0.5 1.1 -0.69
N -1.416 0.239 -0.860 3.8 -0.7 0.3 -0.39
C -0.153 0.672 -0.391 -4.4 1.4 -3.1 0.00
C 0.751 -0.312 0.586 2.9 -1.9 1.8 0.47
C 0.808 -1.760 -0.032 0.7 0.6 -0.9 -1.35
C 2.039 0.361 0.920 -1.2 -1.6 1.2 -1.01
O 0.855 0.797 -1.459 -1.6 0.3 1.7 -0.46
H -3.451 0.361 -1.180 0.6 0.0 0.9 0.26
H -2.782 1.876 -0.563 0.3 -1.3 0.8 0.30
H -2.998 0.344 0.674 0.7 1.1 -2.5 0.23
H -0.279 1.644 0.107 0.4 -0.2 0.3 0.32
H 0.135 -0.528 1.446 -0.3 1.0 0.6 0.33
H 1.077 -1.852 -1.115 0.1 0.5 1.0 0.28
H 1.489 -2.373 0.588 -0.4 0.3 -0.4 0.37
H -0.194 -2.164 0.011 -0.4 -0.1 0.2 0.38
H 3.032 0.067 0.580 -0.6 -0.2 -1.1 0.33
H 2.270 0.887 1.880 -1.3 0.1 -0.9 0.24
H 1.507 1.008 -0.749 1.2 0.3 -1.3 0.36
```
Forces are in eV/Å.



DFT (the ωB97M-V functional and the def2-TZVPD basis) results for a gas-phase ion, C4H8N5O (charge +1).

Its net charge is +1. For the largest force on an atom, the calculation gives 6.63 eV/A. Its HOMO energy is -13.03 eV. The value obtained for the LUMO energy is -3.81 eV. As for the total energy: -505.80945 Eh.

```
18
Properties=species:S:1:pos:R:3:forces:R:3:mulliken_charge:R:1
C 3.625 -1.620 -0.034 0.3 -0.1 -0.6 -0.18
C -1.455 -0.579 0.047 -0.6 -0.6 0.1 0.74
C -2.896 -0.319 -0.302 -0.3 -1.6 1.6 -1.09
C 0.693 0.529 0.444 3.5 -1.2 1.4 0.33
N 0.670 2.766 -0.283 -0.1 -3.2 0.7 -0.57
N 1.343 1.713 -0.075 0.0 2.8 -1.0 -0.01
N 2.621 -1.048 -0.148 2.8 -1.1 1.2 -0.06
N -0.699 0.472 0.204 -0.6 0.2 -0.5 -0.16
N 1.422 -0.845 -0.224 -5.8 3.0 0.7 -0.42
O -1.020 -1.776 0.217 1.2 0.4 0.4 -0.45
H 4.494 -2.239 -0.250 -0.3 0.8 0.2 0.41
H -3.171 0.636 0.049 0.0 1.6 -0.2 0.37
H -3.087 -0.441 -1.359 -0.1 -0.2 -0.1 0.30
H -3.582 -0.908 0.377 0.9 -0.2 -1.2 0.35
H 0.975 0.540 1.596 -0.7 -0.2 -2.2 0.31
H 1.239 3.528 -0.675 0.5 -0.5 0.3 0.28
H -1.191 1.343 0.005 0.7 0.2 0.1 0.34
H 0.017 -1.750 0.409 -1.3 -0.1 -0.9 0.52
```
Forces are in eV/Å.



Please write out number 1 again, unchanged.
DFT (the ωB97M-V functional and the def2-TZVPD basis) results for C5H11NO in the gas phase.

Its net charge is 0. For the largest force on an atom, the calculation gives 5.53 eV/A. Its HOMO energy is -7.84 eV. The value obtained for the LUMO energy is -2.23 eV. As for the total energy: -326.86583 Eh.

```
18
Properties=species:S:1:pos:R:3:forces:R:3:mulliken_charge:R:1
C -2.691 0.735 -0.443 -0.6 0.5 1.1 -0.69
N -1.416 0.239 -0.860 3.8 -0.7 0.3 -0.39
C -0.153 0.672 -0.391 -4.4 1.4 -3.1 0.00
C 0.751 -0.312 0.586 2.9 -1.9 1.8 0.47
C 0.808 -1.760 -0.032 0.7 0.6 -0.9 -1.35
C 2.039 0.361 0.920 -1.2 -1.6 1.2 -1.01
O 0.855 0.797 -1.459 -1.6 0.3 1.7 -0.46
H -3.451 0.361 -1.180 0.6 0.0 0.9 0.26
H -2.782 1.876 -0.563 0.3 -1.3 0.8 0.30
H -2.998 0.344 0.674 0.7 1.1 -2.5 0.23
H -0.279 1.644 0.107 0.4 -0.2 0.3 0.32
H 0.135 -0.528 1.446 -0.3 1.0 0.6 0.33
H 1.077 -1.852 -1.115 0.1 0.5 1.0 0.28
H 1.489 -2.373 0.588 -0.4 0.3 -0.4 0.37
H -0.194 -2.164 0.011 -0.4 -0.1 0.2 0.38
H 3.032 0.067 0.580 -0.6 -0.2 -1.1 0.33
H 2.270 0.887 1.880 -1.3 0.1 -0.9 0.24
H 1.507 1.008 -0.749 1.2 0.3 -1.3 0.36
```
Forces are in eV/Å.



Please write out number 2 again, unchanged.
DFT (the ωB97M-V functional and the def2-TZVPD basis) results for a gas-phase ion, C4H8N5O (charge +1).

Its net charge is +1. For the largest force on an atom, the calculation gives 6.63 eV/A. Its HOMO energy is -13.03 eV. The value obtained for the LUMO energy is -3.81 eV. As for the total energy: -505.80945 Eh.

```
18
Properties=species:S:1:pos:R:3:forces:R:3:mulliken_charge:R:1
C 3.625 -1.620 -0.034 0.3 -0.1 -0.6 -0.18
C -1.455 -0.579 0.047 -0.6 -0.6 0.1 0.74
C -2.896 -0.319 -0.302 -0.3 -1.6 1.6 -1.09
C 0.693 0.529 0.444 3.5 -1.2 1.4 0.33
N 0.670 2.766 -0.283 -0.1 -3.2 0.7 -0.57
N 1.343 1.713 -0.075 0.0 2.8 -1.0 -0.01
N 2.621 -1.048 -0.148 2.8 -1.1 1.2 -0.06
N -0.699 0.472 0.204 -0.6 0.2 -0.5 -0.16
N 1.422 -0.845 -0.224 -5.8 3.0 0.7 -0.42
O -1.020 -1.776 0.217 1.2 0.4 0.4 -0.45
H 4.494 -2.239 -0.250 -0.3 0.8 0.2 0.41
H -3.171 0.636 0.049 0.0 1.6 -0.2 0.37
H -3.087 -0.441 -1.359 -0.1 -0.2 -0.1 0.30
H -3.582 -0.908 0.377 0.9 -0.2 -1.2 0.35
H 0.975 0.540 1.596 -0.7 -0.2 -2.2 0.31
H 1.239 3.528 -0.675 0.5 -0.5 0.3 0.28
H -1.191 1.343 0.005 0.7 0.2 0.1 0.34
H 0.017 -1.750 0.409 -1.3 -0.1 -0.9 0.52
```
Forces are in eV/Å.



Question: Which of these has the highest HOMO energy?
Answer: C5H11NO



Question: Which of these has the highest net charge?
Answer: C4H8N5O